DFT (ωB97M-V/def2-TZVPD) results for an isolated molecule of C2H4N2O2S.

Its SMILES is O=CN(O)/C=N\S. The total charge is 0. The spin multiplicity is 1. The orbital gap is 9.61 eV. For the energy relative to the best compared isomer or geometry (same formula, charge and spin), the calculation gives 3.4223 eV. The calculation puts the max |F| at 4.4 eV Å⁻¹. The value obtained for the molecular weight is 120.133 g mol⁻¹. The total energy comes out at -736.67914 hartree. The HOMO energy comes out at -8.95 eV.

Geometry (Å):
C (-0.5141, -0.5148, -1.0067)
C (-0.8229, 1.4353, 0.5442)
H (1.9046, -1.5124, -0.0284)
H (-1.3978, -0.0997, -1.5685)
H (0.6207, 0.4310, 1.8446)
H (-1.8408, 1.6333, 0.1874)
N (0.0989, -1.5042, -1.4504)
N (-0.2430, 0.3005, 0.2041)
O (0.9409, 0.0575, 0.8735)
O (-0.3046, 2.0457, 1.4576)
S (1.5583, -2.2723, -1.0575)



DFT (ωB97M-V/def2-TZVPD) results for an isolated molecule of C2H4N2O2S.

Its SMILES is NNC(=O)C(=O)S. The total charge is 0. The spin multiplicity is 1. The orbital gap is 9.60 eV. For the energy relative to the best compared isomer or geometry (same formula, charge and spin), the calculation gives 0.9718 eV. The calculation puts the max |F| at 1.5 eV Å⁻¹. The value obtained for the molecular weight is 120.133 g mol⁻¹. The total energy comes out at -736.76920 hartree. The HOMO energy comes out at -9.71 eV.

Geometry (Å):
C (0.5573, 0.0439, -0.7374)
C (0.7046, 0.2072, 0.7879)
H (-2.1117, 0.4159, 0.0217)
H (-1.7931, -1.1658, 0.1302)
H (-0.7476, -0.3071, -2.2339)
H (2.1748, 0.6159, 2.5055)
N (-1.8855, -0.3998, -0.5468)
N (-0.6757, -0.2346, -1.2295)
O (1.5358, 0.1561, -1.4576)
O (-0.1676, 0.1152, 1.5832)
S (2.4088, 0.5531, 1.1766)



DFT (ωB97M-V/def2-TZVPD) results for a cluster of 2 separate species, C2H4N2O3 in total.

The total charge is 0. The spin multiplicity is 1. The orbital gap (alpha / beta) is 8.08 / 9.24 eV. For the energy relative to the best compared isomer or geometry (same formula, charge and spin), the calculation gives 9.5603 eV. The calculation puts the max |F| at 5.6 eV Å⁻¹. The value obtained for the molecular weight is 104.065 g mol⁻¹. The total energy comes out at -413.54036 hartree. The HOMO energy (alpha / beta) comes out at -9.23 / -9.67 eV.

Geometry (Å):
C (0.6932, -0.0085, -0.3298)
C (-0.1141, 1.2382, 0.2449)
N (0.6256, -1.0475, 0.5261)
N (-0.8328, 1.9619, -0.4147)
O (0.5070, -1.0251, 1.6975)
O (-1.3252, 2.4485, -1.4255)
O (-0.7192, -2.1155, -0.2926)
H (0.4930, -0.3399, -1.2910)
H (1.7752, 0.3864, -0.3124)
H (-0.3114, 1.4170, 1.2443)
H (-0.7913, -2.9155, 0.3534)



DFT (ωB97M-V/def2-TZVPD) results for a cluster of 2 separate species, C2H4N2O8S2 in total.

The total charge is -2. The spin multiplicity is 1. The orbital gap is 8.78 eV. The calculation puts the max |F| at 4.9 eV Å⁻¹. The value obtained for the molecular weight is 248.194 g mol⁻¹. The total energy comes out at -1586.50214 hartree. The HOMO energy comes out at -2.83 eV.

Geometry (Å):
C (-1.8187, 1.5789, -0.5868)
C (1.4903, -1.2217, 0.4318)
N (-0.5166, 1.1127, -0.6056)
N (1.6712, -1.9460, -0.5336)
O (3.7562, -0.1833, 0.8740)
O (-2.3151, -1.2190, -1.1086)
O (-2.2243, 2.5930, -1.1562)
O (2.3308, 0.7315, -0.9577)
O (1.8323, 1.3673, 1.3514)
O (-3.5843, -1.4353, 0.8663)
O (-2.7164, 0.8117, 0.1522)
O (-1.2039, -0.8455, 1.1108)
S (2.3722, 0.3318, 0.4972)
S (-2.3866, -0.8153, 0.2789)
H (1.0765, -1.6888, 1.3480)
H (0.1336, 1.9084, -0.8265)
H (-0.1157, 0.4280, 0.1926)
H (2.2184, -1.5085, -1.3282)